No. 1
Density functional theory data (ωB97M-V/def2-TZVPD) for C23H39Br18FIN2O as an isolated structure in a non-equilibrium geometry.

- HOMO: -11.28 eV

```
! wB97M-V def2-TZVPD RIJCOSX def2/J DEFGRID3
* xyz 1 1
C 7.6464 -2.5343 -0.5784
C 6.0890 -1.9250 -0.6084
O 6.2506 -0.4540 -0.6796
C 5.6021 0.0854 -1.9135
C 4.0221 0.3276 -1.5482
C 3.0156 0.1898 -2.8767
C 1.7699 1.2286 -2.5931
C 0.2762 0.5012 -2.6336
C 0.1356 -0.7385 -1.5715
N -0.8285 -0.6497 -0.4095
C -0.8941 -1.9090 0.2007
C -1.7998 -2.2198 1.5314
C -2.2176 -0.8123 2.3035
F -2.2896 -0.9480 3.7765
C 0.0648 -3.0033 -0.6242
C -0.2848 -4.5981 -0.4841
C 0.9816 -5.4400 0.1760
C 1.4551 -6.7311 -0.7486
I 2.7263 -6.1788 -2.4530
C -0.1338 -2.2658 -2.1084
C 0.6999 -2.8482 -3.3942
N -0.2460 -3.7433 -4.2052
H 7.5945 -3.6994 -0.4804
H 8.2119 -2.2053 -1.5616
H 8.2653 -2.1070 0.3367
H 5.5766 -2.3273 -1.5824
H 5.4543 -2.2893 0.3127
H 5.7922 -0.5713 -2.8644
H 6.1146 1.1394 -2.0943
H 3.9213 1.3646 -1.0142
H 3.6634 -0.4953 -0.7683
H 3.5815 0.3653 -3.8856
H 2.6842 -0.9543 -2.8793
H 1.8468 1.7835 -1.5498
H 1.8530 2.0717 -3.4329
H -0.4878 1.3444 -2.2740
H -0.0309 0.2375 -3.7376
H 1.1848 -0.7715 -1.0034
H -1.3458 0.2295 -0.1331
H -2.7442 -2.8829 1.3001
H -1.0951 -2.8149 2.2852
H -1.4164 0.0442 2.0806
H -3.2317 -0.4138 1.8367
H 1.1403 -2.7931 -0.1535
H -1.1818 -4.7017 0.2932
H -0.6571 -5.0686 -1.4886
H 0.6469 -5.8996 1.2193
H 1.9110 -4.7541 0.4069
H 2.0986 -7.4205 -0.0167
H 0.5029 -7.3599 -1.0456
H -1.2905 -2.3278 -2.2957
H 1.7231 -3.3556 -3.1379
H 0.9285 -1.9213 -4.1107
H -0.8553 -4.2224 -3.4871
H -0.9400 -3.1466 -4.7477
C -1.5999 3.7979 2.1380
Br -1.7453 2.4270 0.7655
Br -3.3052 4.1295 3.0135
Br -0.1946 3.3921 3.4205
H -1.3137 4.7266 1.6333
C -6.3924 4.6414 5.3355
Br -7.5097 4.6189 3.7432
Br -6.2912 6.4171 6.1237
Br -6.9536 3.3046 6.6325
H -5.3789 4.3740 5.0188
C -2.0065 -0.5862 7.2350
Br -2.9079 1.1376 7.2500
Br -0.1621 -0.4439 7.8367
Br -2.9940 -1.9282 8.2390
H -1.9780 -0.9230 6.1934
C -10.3563 7.3835 3.0365
Br -9.0249 8.3975 2.0447
Br -10.9235 8.3152 4.6473
Br -11.8679 6.8854 1.9180
H -9.8759 6.4534 3.3576
C 10.1842 -3.6849 -4.1466
Br 8.9677 -5.1835 -3.9045
Br 9.2405 -1.9841 -4.1768
Br 11.6162 -3.6950 -2.8300
H 10.6521 -3.8084 -5.1289
C -7.8360 10.5884 -1.7122
Br -7.9814 9.2174 -3.0847
Br -9.5413 10.9200 -0.8368
Br -6.4307 10.1826 -0.4298
H -7.5498 11.5170 -2.2170
*
```

=====

No. 2
Density functional theory data (ωB97M-V/def2-TZVPD) for C23H39Cl2MgN6O3 as an isolated structure in a non-equilibrium geometry.

- HOMO (spin up / spin down): -1.17 / 0.03 eV

```
! wB97M-V def2-TZVPD RIJCOSX def2/J DEFGRID3
* xyz -1 1
O -0.1623 1.2530 -3.5030
C -0.6931 1.0155 -4.5819
C -0.3272 1.6676 -5.9184
C 0.8313 2.4616 -5.9541
H 1.5630 2.3297 -5.1593
C 0.9867 3.4206 -6.9504
H 1.8690 4.0590 -6.9290
C 0.0252 3.5519 -7.9609
H 0.1164 4.3537 -8.6940
C -1.0728 2.6686 -8.0118
H -1.7785 2.7429 -8.8457
C -1.2330 1.7108 -6.9985
H -2.0661 0.9996 -7.0324
H -1.4437 0.1904 -4.6813
C -2.4749 2.0243 -0.4896
C -2.5263 0.8301 0.3186
H -3.4271 2.5967 -0.4418
H -2.2602 1.7278 -1.5404
H -1.6194 2.6673 -0.1847
C -3.1766 0.2074 1.2676
C -4.1933 0.9530 2.1746
H -3.0727 -0.8718 1.4775
H -4.6625 1.8046 1.6378
H -3.7059 1.3694 3.0777
H -4.9879 0.2795 2.5349
Mg 0.2506 -0.2759 0.3016
Cl 1.1959 1.8791 0.3383
Cl -1.1753 -0.7246 -1.6348
H 3.2112 0.2691 -3.1450
H 5.3275 1.1234 -1.7088
C 2.6477 0.3858 -2.2131
C 4.6058 1.1691 -0.8836
N 3.5647 0.1666 -1.0786
H 1.8295 -0.3352 -2.1805
C 3.2071 -0.6054 -0.0448
O 2.1141 -1.2117 0.0278
H 5.1341 0.9561 0.0575
H 3.9187 -0.6624 0.8025
H 2.2213 1.3947 -2.1610
H 4.1613 2.1779 -0.8401
H -1.6187 -5.1149 1.8585
H -0.6490 -5.9740 -0.4463
C -2.1005 -4.3093 1.2852
C -1.1810 -5.1261 -0.9095
N -1.3566 -4.0490 0.0578
H -2.1287 -3.3921 1.8877
C -0.6505 -2.9302 -0.0550
O -0.5714 -2.0492 0.8406
H -0.5815 -4.7183 -1.7346
H -0.1507 -2.8138 -1.0290
H -3.1197 -4.6197 1.0251
H -2.1592 -5.4604 -1.2825
C -0.2964 1.0705 3.3530
N 0.3080 -0.1646 2.8074
C -0.2197 -1.3319 3.5365
N 0.0306 -1.2305 5.0176
C -0.5376 0.0399 5.5152
N -0.0099 1.2275 4.8000
C 1.4693 1.2152 5.0034
N 2.0875 -0.0114 4.4886
C 1.7760 -0.1378 3.0434
C 1.5062 -1.1534 5.2115
H -1.3921 1.0582 3.2172
H 0.1178 1.9341 2.8138
H 0.3045 -2.2363 3.2001
H -1.3058 -1.4617 3.3900
H -0.2948 0.1341 6.5856
H -1.6254 0.0076 5.3908
H 1.8984 2.0806 4.4926
H 1.6768 1.2989 6.0769
H 2.1997 -1.0883 2.6770
H 2.1996 0.7203 2.4950
H 1.7046 -1.0448 6.2870
H 1.9481 -2.0890 4.8506
*
```

=====

No. 3
Density functional theory data (ωB97M-V/def2-TZVPD) for a 16-piece molecular cluster, C23H39Cl31N3O overall in a non-equilibrium geometry.

- HOMO: -12.30 eV

```
! wB97M-V def2-TZVPD RIJCOSX def2/J DEFGRID3
* xyz 1 1
N -0.3268 -1.7663 3.5552
C -0.3456 -0.8199 2.8808
O -0.3448 0.3488 2.2014
N 0.9866 0.7463 2.0001
C 1.1540 2.0086 1.6637
C 2.4729 2.4399 1.4712
C 3.5081 1.5178 1.6350
C 4.9558 1.9079 1.4691
C 5.7558 1.0684 0.4014
C 4.8937 0.2168 -0.5575
Cl 5.8536 -0.3803 -1.9560
C 3.1050 0.2044 1.9966
N 1.8715 -0.1701 2.1578
H 0.3354 2.7394 1.5565
H 2.6887 3.4702 1.1995
H 5.0085 2.9682 1.2027
H 5.4639 1.7744 2.4382
H 6.2895 1.7971 -0.2288
H 6.5248 0.4637 0.8941
H 4.5798 -0.6792 -0.0014
H 3.9965 0.7413 -0.9093
H 3.8890 -0.5425 2.1266
C 3.6991 5.4009 -1.4327
Cl 3.7220 3.6332 -1.3903
Cl 3.3507 6.0759 0.1662
H 4.6700 5.7552 -1.7611
H 2.9303 5.7227 -2.1266
C -0.4650 -3.6444 0.1340
Cl -0.5669 -1.9748 0.7245
Cl 0.9811 -4.4501 0.7494
H -1.3430 -4.1854 0.4678
H -0.4271 -3.6297 -0.9501
C -2.6289 1.9755 5.0801
Cl -2.7196 3.1894 3.8057
Cl -1.9990 0.4804 4.3852
H -1.9662 2.3187 5.8679
H -3.6196 1.7989 5.4877
C 3.8029 2.5316 -5.2949
Cl 3.6025 4.2316 -4.8510
Cl 5.2923 1.8538 -4.6232
H 2.9598 1.9657 -4.9116
H 3.8383 2.4586 -6.3751
C -4.6922 -2.1108 0.5621
Cl -4.7763 -0.8020 -0.6274
Cl -4.0972 -3.6096 -0.1667
H -4.0141 -1.8171 1.3576
H -5.6900 -2.2913 0.9647
C -6.5116 3.9242 4.0732
Cl -7.1419 2.6517 5.1257
Cl -7.6033 4.2424 2.7197
H -6.3934 4.8336 4.6529
H -5.5516 3.6096 3.6796
C -0.2226 0.3914 7.4867
Cl -0.3381 2.0651 8.0553
Cl 1.2343 -0.3971 8.0955
H -1.0911 -0.1584 7.8334
H -0.1935 0.3920 6.4025
C -1.3577 2.1283 -1.2237
Cl 0.2445 1.3949 -1.3831
Cl -1.3500 3.4515 -0.0439
H -1.6616 2.5211 -2.1880
H -2.0596 1.3680 -0.8941
C -8.0159 -4.3814 0.6604
Cl -7.6934 -3.5884 -0.8864
Cl -7.1947 -3.5519 1.9904
H -9.0843 -4.3686 0.8441
H -7.6593 -5.4047 0.6129
C -0.7892 -1.3281 -4.2218
Cl -0.5682 0.3245 -4.8118
Cl -0.3639 -1.4672 -2.5089
H -1.8293 -1.6083 -4.3465
H -0.1532 -1.9928 -4.7957
C -4.7773 6.6756 1.2135
Cl -4.8681 8.3789 1.6611
Cl -3.3443 5.8992 1.9155
H -5.6651 6.1685 1.5750
H -4.7217 6.5983 0.1333
C 6.3101 1.7153 -8.2245
Cl 5.2221 0.5009 -7.5425
Cl 5.4627 3.2330 -8.5509
H 7.1080 1.9060 -7.5145
H 6.7203 1.3353 -9.1534
C 1.5506 -7.7546 3.0042
Cl 1.6720 -9.4657 2.5859
Cl 3.0847 -7.1246 3.6199
H 1.2745 -7.1960 2.1166
H 0.7922 -7.6342 3.7700
C 5.7823 -3.8526 -3.5816
Cl 5.5767 -2.6225 -4.8351
Cl 6.4921 -5.3324 -4.2327
H 6.4370 -3.4593 -2.8113
H 4.8109 -4.0867 -3.1597
C -6.8823 -5.8557 -3.8285
Cl -7.1825 -7.3299 -2.8997
Cl -5.5040 -6.0507 -4.9186
H -7.7644 -5.6246 -4.4156
H -6.6726 -5.0447 -3.1404
*
```

=====

Number 1: E -47813.68187 Ha. Number 2: E -2574.58193 Ha. Number 3: E -15404.79457 Ha.